# 1
Molecular formula: C16H21N3O4
Method: DFT, ωB97M-V/def2-TZVPD

Element x y z (Å)
1 C -0.468 4.733 0.225
2 O -0.011 3.751 1.129
3 C 0.427 4.120 2.368
4 C 0.448 5.445 2.792
5 C 0.899 5.783 4.056
6 C 1.339 4.803 4.926
7 C 1.321 3.486 4.515
8 C 0.874 3.115 3.248
9 C 0.922 1.655 2.969
10 O 1.312 0.838 3.787
11 N 0.510 1.255 1.742
12 N 0.526 -0.085 1.408
13 C 0.129 -0.531 0.215
14 O -0.283 0.180 -0.694
15 C 0.244 -2.049 0.094
16 O 0.655 -2.741 1.008
17 N -0.156 -2.469 -1.108
18 C -0.168 -3.847 -1.539
19 C -1.591 -4.296 -1.888
20 C -2.106 -3.612 -3.152
21 C -1.161 -3.866 -4.322
22 C 0.243 -3.369 -3.991
23 C 0.771 -4.052 -2.732
24 H -0.756 4.186 -0.671
25 H -1.338 5.266 0.619
26 H 0.322 5.447 -0.025
27 H 0.111 6.230 2.134
28 H 0.902 6.821 4.354
29 H 1.690 5.062 5.913
30 H 1.656 2.693 5.167
31 H 0.172 1.875 1.016
32 H 0.862 -0.713 2.136
33 H -0.468 -1.748 -1.746
34 H 0.199 -4.422 -0.680
35 H -2.253 -4.080 -1.047
36 H -1.582 -5.377 -2.040
37 H -3.102 -3.993 -3.389
38 H -2.200 -2.537 -2.983
39 H -1.533 -3.363 -5.216
40 H -1.124 -4.938 -4.530
41 H 0.917 -3.577 -4.825
42 H 0.224 -2.286 -3.848
43 H 1.761 -3.666 -2.481
44 H 0.864 -5.124 -2.915

For the gap between HOMO and LUMO, the calculation gives 9.31 eV. As for the net charge: 0. The calculation puts the max |F| at 0.87 eV/A. Its spin multiplicity is 1. The value obtained for the energy relative to the best compared isomer or geometry (same formula, charge and spin) is 30.00 kcal/mol. Its HOMO energy is -8.9 eV. Its SMILES is COc1ccccc1C(=O)NNC(=O)C(=O)NC1CCCCC1.

***

# 2
Molecular formula: C16H21N3O4
Method: DFT, ωB97M-V/def2-TZVPD

Element x y z (Å)
1 C -0.841 -3.560 5.200
2 C -2.066 -2.834 4.651
3 O -2.123 -2.851 3.240
4 C -1.308 -2.043 2.518
5 C -0.474 -1.060 3.032
6 C 0.301 -0.277 2.194
7 C 0.251 -0.476 0.822
8 C 1.054 0.323 -0.074
9 N 1.883 1.263 0.305
10 O 2.424 1.750 -0.851
11 C 1.867 1.059 -1.859
12 C 2.247 1.346 -3.263
13 C 2.619 2.819 -3.468
14 C 1.393 3.692 -3.212
15 O 0.523 3.846 -4.042
16 N 1.360 4.258 -1.988
17 C 0.246 5.054 -1.533
18 N 1.024 0.174 -1.439
19 C -0.585 -1.460 0.287
20 C -1.364 -2.243 1.114
21 O -2.196 -3.240 0.714
22 C -2.407 -3.461 -0.666
23 C -3.330 -2.423 -1.297
24 H 0.076 -3.071 4.881
25 H -0.829 -4.584 4.835
26 H -0.877 -3.571 6.286
27 H -2.975 -3.357 4.961
28 H -2.115 -1.806 5.032
29 H -0.421 -0.888 4.095
30 H 0.947 0.486 2.596
31 H 3.097 0.709 -3.527
32 H 1.407 1.072 -3.902
33 H 2.920 2.960 -4.506
34 H 3.444 3.096 -2.812
35 H 2.079 4.042 -1.315
36 H -0.262 4.568 -0.696
37 H 0.586 6.042 -1.220
38 H -0.447 5.154 -2.367
39 H -0.589 -1.580 -0.783
40 H -2.877 -4.448 -0.708
41 H -1.451 -3.510 -1.202
42 H -4.275 -2.399 -0.761
43 H -2.886 -1.431 -1.259
44 H -3.519 -2.684 -2.335

For the gap between HOMO and LUMO, the calculation gives 8.75 eV. As for the net charge: 0. The calculation puts the max |F| at 1.24 eV/A. Its spin multiplicity is 1. The value obtained for the energy relative to the best compared isomer or geometry (same formula, charge and spin) is 67.67 kcal/mol. Its HOMO energy is -8.0 eV. Its SMILES is CCOc1ccc(-c2noc(CCC(=O)NC)n2)cc1OCC.

***

# 3
Molecular formula: C16H21N3O6S
Method: DFT, ωB97M-V/def2-TZVPD

Element x y z (Å)
1 C 1.953 -6.262 1.562
2 C 0.770 -5.472 2.104
3 O 0.313 -4.505 1.155
4 C 0.952 -3.338 1.117
5 O 1.867 -3.046 1.843
6 C 0.371 -2.454 0.038
7 C 0.905 -1.018 0.136
8 C 2.430 -1.103 -0.033
9 O 2.894 -1.597 -1.041
10 N 3.205 -0.569 0.926
11 C 2.695 -0.109 2.195
12 C 1.367 0.582 1.925
13 N 0.461 -0.390 1.363
14 S -1.149 0.074 1.430
15 O -1.965 -1.041 1.055
16 O -1.348 0.667 2.720
17 C -1.295 1.341 0.176
18 C -0.991 2.650 0.500
19 C -1.040 3.621 -0.480
20 C -1.387 3.285 -1.792
21 N -1.417 4.307 -2.736
22 C -1.724 4.241 -4.073
23 C -1.648 5.598 -4.739
24 O -2.018 3.227 -4.655
25 C -1.696 1.960 -2.104
26 C -1.648 0.994 -1.116
27 H 2.247 -7.020 2.281
28 H 1.685 -6.744 0.625
29 H 2.794 -5.596 1.386
30 H -0.090 -6.121 2.282
31 H 1.048 -4.957 3.029
32 H -0.715 -2.464 0.127
33 H 0.659 -2.871 -0.930
34 H 0.539 -0.455 -0.740
35 H 4.192 -0.769 0.846
36 H 3.411 0.589 2.634
37 H 2.535 -0.955 2.871
38 H 0.910 0.940 2.847
39 H 1.527 1.428 1.237
40 H -0.746 2.894 1.521
41 H -0.813 4.649 -0.233
42 H -1.187 5.222 -2.372
43 H -0.645 6.010 -4.642
44 H -2.356 6.283 -4.277
45 H -1.889 5.491 -5.792
46 H -1.972 1.702 -3.112
47 H -1.909 -0.030 -1.329

For the gap between HOMO and LUMO, the calculation gives 9.54 eV. As for the net charge: 0. The calculation puts the max |F| at 1.11 eV/A. Its spin multiplicity is 1. The value obtained for the energy relative to the best compared isomer or geometry (same formula, charge and spin) is 3.34 kcal/mol. Its HOMO energy is -9.2 eV. Its SMILES is CCOC(=O)C[C@@H]1C(=O)NCCN1S(=O)(=O)c1ccc(NC(C)=O)cc1.

***

- What is the gap between HOMO and LUMO in the third record?
  9.54 eV

***

- Number 3 is which compound?
  C16H21N3O6S

***

- What is the formula in the first record?
  C16H21N3O4